# 1
{"formula": "C4H6BrFO2", "method": "the ωB97M-V functional and the def2-TZVPD basis", "symbols": ["Br", "F", "O", "O", "C", "C", "C", "C", "H", "H", "H", "H", "H", "H"], "coordinates": [[2.9493, 0.7943, 0.3358], [1.3724, 2.0980, -1.5188], [-0.5758, 0.4249, -0.1942], [-0.0716, -0.4882, -2.1794], [1.1154, 2.9594, 0.6319], [1.6093, 2.0733, -0.2079], [-0.7972, -2.0084, -0.4706], [-0.4572, -0.5311, -0.9444], [0.2788, 0.3634, -2.3532], [-0.0547, -2.0904, 0.3339], [0.7369, 3.8925, 0.2124], [-1.8764, -1.9935, -0.1703], [-0.6835, -2.7972, -1.2822], [1.2459, 2.7385, 1.7030]], "forces_ev_per_a": [[-1.0, 0.2, -0.5], [0.4, 0.0, -0.1], [0.3, -1.1, -1.1], [0.3, -1.2, -1.3], [0.6, -0.2, 0.2], [0.7, 0.0, 0.7], [-0.2, 1.2, -1.4], [-1.8, -1.3, 2.8], [0.5, 1.8, -0.5], [-0.7, -0.7, 0.1], [-0.6, -0.5, 0.4], [1.2, -0.1, 0.3], [0.2, 1.2, 1.1], [0.0, 0.7, -0.7]], "max_force_ev_per_a": 3.586, "smiles": "C=C(F)Br.CC(=O)O", "e_above_lowest_kj_mol": 8.2, "gap_ev": 10.16, "lumo_ev": 0.6, "homo_ev": -9.54}

=====

# 2
{"formula": "C4H6BrFO6P2S2", "method": "the ωB97M-V functional and the def2-TZVPD basis", "symbols": ["Br", "S", "S", "P", "P", "F", "O", "O", "O", "O", "O", "O", "C", "C", "C", "C", "H", "H", "H", "H", "H", "H"], "coordinates": [[2.3776, -2.1462, 1.1620], [2.7508, 3.0029, 0.9147], [-1.9429, 1.4752, 1.0610], [1.1486, -0.4394, 2.0941], [2.0774, 1.4291, -0.0681], [-2.0790, -2.2628, -1.9391], [-2.9156, 2.3111, 0.2923], [-0.1976, -1.2761, 2.8005], [-1.8140, 0.0391, 0.2050], [-0.3058, 1.8482, 1.0143], [-2.3542, 1.3663, 2.4958], [-0.1190, -2.5025, -3.0903], [-0.7954, -1.7898, -2.3260], [0.5013, 0.6929, 0.6949], [-0.2093, -0.3868, -1.7760], [-0.4297, -0.3051, -0.1672], [1.8282, 1.9083, -1.4138], [-0.4058, -1.4129, 0.1693], [0.8891, -0.3614, -2.0756], [3.1828, 0.4921, -0.0713], [-0.3542, -2.1256, 2.3106], [-0.8333, 0.4438, -2.2872]], "forces_ev_per_a": [[-1.0, 0.7, -0.3], [-0.6, -0.8, -0.2], [-4.1, 0.9, 1.7], [-0.4, -0.1, 3.6], [1.5, 2.4, 0.3], [2.5, 1.6, -0.3], [3.9, -2.0, 1.3], [1.8, 0.1, -2.5], [1.3, 1.6, 0.6], [-0.9, -1.2, -0.1], [2.1, -0.5, -4.1], [-3.0, 3.0, 3.2], [2.3, -2.4, -2.5], [-1.0, -2.2, -2.1], [-2.1, -0.2, 0.4], [-0.6, -1.1, -0.8], [-0.2, -1.2, 0.6], [0.6, 1.9, -0.2], [-1.6, -0.1, 0.4], [-1.4, -0.1, -0.4], [-0.1, 0.9, 0.6], [1.2, -1.2, 0.8]], "max_force_ev_per_a": 5.337, "smiles": "O=C(F)C[C@@H]1OS(=O)(=O)O[C@@]1([PH2]=S)P(O)Br", "gap_ev": 8.01, "lumo_ev": -1.3, "homo_ev": -9.30}

=====

# 3
{"formula": "C4H6BrIO", "method": "the ωB97M-V functional and the def2-TZVPD basis", "symbols": ["I", "Br", "O", "C", "C", "C", "C", "H", "H", "H", "H", "H", "H"], "coordinates": [[-1.2538, -1.0895, -1.1159], [-2.5944, 2.1124, 0.3017], [0.8354, -0.0501, -0.1451], [0.1548, 0.9356, 0.2980], [-1.1313, 0.9844, 0.0303], [0.0289, -2.8933, -1.1064], [0.7416, 2.1093, 1.1185], [-0.4051, -3.7175, -0.5684], [0.8859, -2.4507, -0.6082], [-0.1129, 2.3793, 1.7058], [1.4911, 1.8020, 1.6947], [0.1872, -3.0572, -2.1516], [1.1725, 2.9353, 0.5466]], "forces_ev_per_a": [[-0.8, 0.5, 0.2], [0.5, -0.6, -0.1], [0.8, 0.0, 0.7], [2.4, 0.1, -0.2], [-2.7, -0.6, -0.8], [0.4, 1.8, 0.6], [-2.8, 0.3, -2.7], [-0.4, 0.0, 0.1], [0.2, -0.4, -0.1], [0.0, 0.9, 0.6], [2.9, -1.7, 2.5], [0.1, -0.2, -0.4], [-0.6, -0.1, -0.3]], "max_force_ev_per_a": 4.240, "e_above_lowest_kj_mol": 335.8, "gap_ev": 6.88, "lumo_ev": -1.1, "homo_ev": -7.93}

=====

# 4
{"formula": "C4H6BrN2", "method": "the ωB97M-V functional and the def2-TZVPD basis", "symbols": ["Br", "N", "N", "C", "C", "C", "C", "H", "H", "H", "H", "H", "H"], "coordinates": [[-0.9246, 2.3174, 0.3691], [0.1954, -0.3321, 0.2704], [0.3551, 0.9230, -1.6368], [-0.1431, 0.7640, -0.3919], [-0.1210, -0.7748, 1.5646], [-0.1511, 1.4672, -2.6577], [0.4169, -1.8815, 2.1046], [0.1208, -2.1871, 3.1335], [0.2537, 1.4152, -3.6718], [-0.8334, -0.2245, 2.2671], [-1.1118, 1.9533, -2.4606], [0.7993, -0.9860, -0.4274], [1.1438, -2.4541, 1.5369]], "forces_ev_per_a": [[0.1, -1.0, 0.2], [1.0, -0.4, -3.1], [1.4, -1.9, -0.6], [0.5, 1.0, 0.9], [-0.9, -0.4, 2.6], [-1.6, 0.3, 1.0], [-0.3, 0.7, -0.3], [0.4, 0.3, -1.1], [0.4, 0.2, 0.6], [0.9, -0.2, -1.9], [-0.1, 0.1, -0.8], [-1.7, 1.7, 2.3], [-0.1, -0.2, 0.3]], "max_force_ev_per_a": 3.342, "smiles": "C=C/[NH+]=C(\\Br)N=C", "e_above_lowest_kj_mol": 204.2, "gap_ev": [8.38, 8.38], "charge": 1, "lumo_ev": [-5.7, -5.7], "homo_ev": [-14.08, -14.08]}

=====

# 5
{"formula": "C4H6BrN3P", "method": "the ωB97M-V functional and the def2-TZVPD basis", "symbols": ["Br", "P", "N", "N", "N", "C", "C", "C", "C", "H", "H", "H", "H", "H", "H"], "coordinates": [[3.7683, 0.1683, -0.6987], [1.1782, 2.1821, -1.2198], [-0.5885, -1.5613, 0.6471], [-0.6404, 0.8104, 1.6334], [2.1449, -1.5282, 0.9665], [1.4567, -0.3692, 0.6695], [-0.2460, 1.6792, 2.2719], [0.0695, -0.5638, 0.9165], [1.9291, 0.7684, -0.1894], [1.3987, 1.4132, -2.3202], [3.0703, -1.5056, 0.5925], [1.5747, -2.3204, 1.1798], [-1.6071, -1.9084, 0.9221], [-0.2688, 2.4442, 3.0109], [2.6061, 2.8040, -1.4282]], "forces_ev_per_a": [[-0.9, 1.3, -0.2], [2.7, 0.3, 1.5], [-2.3, -0.1, 1.6], [1.5, 0.1, -0.2], [-0.7, 2.2, 0.1], [2.0, 3.4, -3.2], [-1.8, -0.5, 0.1], [-2.8, -1.7, -0.9], [0.3, -4.4, 2.4], [-0.1, -0.6, -1.2], [0.5, -1.0, 0.0], [0.4, -0.5, 0.0], [2.9, 1.5, -0.8], [0.6, 0.6, 0.2], [-2.3, -0.7, 0.5]], "max_force_ev_per_a": 5.069, "smiles": "[H]/N=C([N+]#C)/C(N)=C(\\P)Br", "e_above_lowest_kj_mol": 421.8, "gap_ev": [6.49, 6.49], "charge": 1, "lumo_ev": [-5.6, -5.6], "homo_ev": [-12.12, -12.12]}

=====

# 6
{"formula": "C4H6BrNO", "method": "the ωB97M-V functional and the def2-TZVPD basis", "symbols": ["Br", "O", "N", "C", "C", "C", "C", "H", "H", "H", "H", "H", "H"], "coordinates": [[2.9636, 0.8836, -0.1348], [1.6459, -2.9328, 0.4677], [-0.1741, 0.6896, -0.1878], [-1.4335, 0.9290, -0.2124], [2.4554, -2.0898, 0.1342], [0.4856, -0.4966, -0.8690], [2.1721, -0.7796, -0.7559], [0.0842, -1.6371, -0.7151], [2.4969, -1.0156, -1.7312], [-2.0932, 0.3083, -0.6482], [-1.7748, 1.9836, 0.1315], [0.3137, -0.3408, -1.9116], [3.5103, -2.0877, 0.2373]], "forces_ev_per_a": [[0.4, -0.8, -0.1], [1.5, 1.5, -0.5], [0.5, -0.8, -0.1], [3.8, 3.0, 1.3], [-2.1, 1.2, -1.2], [0.1, -2.5, 0.5], [-4.7, 0.4, 2.5], [0.4, 2.9, 0.3], [0.6, 0.0, -1.1], [-2.7, -2.2, -1.4], [0.5, -2.0, -0.3], [0.0, 0.3, -0.8], [1.5, -0.9, 0.9]], "max_force_ev_per_a": 5.303, "smiles": "C=NC[C@@H](Br)C=O", "e_above_lowest_kj_mol": 246.6, "gap_ev": 10.00, "lumo_ev": 0.4, "homo_ev": -9.57}

=====

# 7
{"formula": "C4H6BrNS", "method": "the ωB97M-V functional and the def2-TZVPD basis", "symbols": ["Br", "S", "N", "C", "C", "C", "C", "H", "H", "H", "H", "H", "H"], "coordinates": [[-3.7596, -0.0410, -0.2947], [-1.1564, 1.7884, 0.1370], [-1.7208, -0.7211, 1.3757], [0.6606, 0.0128, -1.0242], [0.1153, 0.4359, 0.2749], [-0.5221, -0.6958, 0.9747], [-2.5023, 0.4513, 1.0657], [-3.0044, 1.1085, 1.7648], [1.4640, -0.8508, -0.8910], [0.8381, 0.7264, 1.0912], [0.1865, -1.5061, 1.0707], [-0.2250, -0.2575, -1.6177], [1.1027, 0.8196, -1.4282]], "forces_ev_per_a": [[-0.5, -0.1, -0.1], [-0.6, -2.2, 1.3], [-0.3, 0.8, 0.7], [0.2, -3.8, 0.8], [-0.7, 1.6, 2.5], [-0.8, 0.1, -0.1], [2.3, 1.0, -2.3], [0.2, -0.7, 0.6], [-1.8, 1.6, -0.5], [0.0, 0.2, -1.2], [-0.4, -0.7, 0.5], [0.7, -0.3, -0.2], [1.8, 2.6, -1.9]], "max_force_ev_per_a": 3.932, "smiles": "C[C@@H]1C=N[C@H](Br)S1", "e_above_lowest_kj_mol": 142.7, "gap_ev": 9.56, "lumo_ev": 0.6, "homo_ev": -8.93}

=====

# 8
{"formula": "C4H6CdFO4", "method": "the ωB97M-V functional and the def2-TZVPD basis", "symbols": ["Cd", "F", "O", "O", "O", "O", "C", "C", "C", "C", "H", "H", "H", "H", "H", "H"], "coordinates": [[2.2336, 3.1086, -0.4256], [-1.0781, 0.9914, 0.6769], [1.5350, 0.8622, -0.0193], [1.3277, 0.4327, 2.1538], [2.4461, 2.2288, 1.3786], [-1.6283, -1.1989, 0.1430], [0.7222, -0.2843, -0.2488], [-2.0081, -1.1931, -1.2116], [-0.4611, -0.2569, 0.7036], [1.9300, 1.0865, 1.2913], [-0.3854, -0.7906, 1.6563], [0.4116, -0.2267, -1.2973], [-1.3563, -1.8397, -1.8247], [-3.0412, -1.5666, -1.2810], [1.3240, -1.1792, -0.0579], [-1.9717, -0.1741, -1.6374]], "forces_ev_per_a": [[0.0, 1.2, -1.6], [1.2, -0.9, 0.6], [0.8, -0.7, -1.3], [2.8, 0.3, -0.6], [1.9, 0.0, 1.6], [2.1, 1.0, 1.2], [0.0, 0.0, 0.6], [0.5, 0.6, -0.3], [-4.4, -2.3, -2.4], [-4.6, -0.2, 2.0], [0.1, 1.1, -0.3], [0.0, 0.0, 0.3], [-0.2, 0.1, 0.1], [0.4, 0.1, 0.1], [-0.3, 0.0, -0.1], [-0.2, -0.3, 0.0]], "max_force_ev_per_a": 5.578, "e_above_lowest_kj_mol": 81.1, "gap_ev": [8.99, 7.94], "lumo_ev": [0.3, -2.1], "multiplicity": 2, "homo_ev": [-8.69, -10.04]}

=====

# 9
{"formula": "C4H6Cl2", "method": "the ωB97M-V functional and the def2-TZVPD basis", "symbols": ["Cl", "Cl", "C", "C", "C", "C", "H", "H", "H", "H", "H", "H"], "coordinates": [[-2.2067, -0.5877, 0.2864], [2.0672, -1.2071, 0.4103], [-0.6926, -0.9883, -0.3859], [0.3034, 0.8278, 1.1522], [0.5353, -0.2584, 0.1000], [-0.0037, 0.0151, -1.2716], [-0.7197, 0.9000, 1.3432], [0.7777, 0.6228, 2.0835], [0.5198, -0.0108, -2.1916], [0.6423, 1.7781, 0.6085], [-0.5867, 0.9488, -1.4198], [-0.6362, -2.0404, -0.7153]], "forces_ev_per_a": [[-1.3, -0.1, 0.2], [-1.1, 0.6, -0.7], [1.6, -1.5, -1.6], [1.8, 1.0, -2.4], [-0.1, 0.0, 1.0], [-0.9, 1.9, 0.4], [-1.6, 0.3, 0.2], [0.7, 0.0, 0.5], [0.7, -1.6, -0.7], [-0.3, -1.0, 1.5], [0.4, -0.3, 0.9], [0.1, 0.6, 0.6]], "max_force_ev_per_a": 3.208, "smiles": "C[C@]1(Cl)C[C@@H]1Cl", "e_above_lowest_kj_mol": 98.2, "gap_ev": 11.07, "lumo_ev": 0.9, "homo_ev": -10.13}

=====

# 10
{"formula": "C4H6Cl2", "method": "the ωB97M-V functional and the def2-TZVPD basis", "symbols": ["Cl", "Cl", "C", "C", "C", "C", "H", "H", "H", "H", "H", "H"], "coordinates": [[-0.8911, 2.0819, 1.4211], [0.8295, -1.8860, -1.7619], [0.7671, 0.5220, -0.0987], [-0.5489, 0.7504, 0.2355], [0.6399, -1.0758, -0.0804], [-0.8372, -0.6410, 0.6031], [1.3061, 1.0224, -0.9487], [-1.6415, -1.3054, 0.4657], [1.3691, -1.6115, 0.4967], [1.4878, 0.9141, 0.7316], [-0.5277, -0.8271, 1.6982], [-1.0709, 1.1427, -0.6076]], "forces_ev_per_a": [[0.1, -0.4, 0.2], [-0.7, 0.8, 1.4], [8.5, -0.5, 0.1], [-5.0, 2.5, -0.1], [-1.3, 2.3, -0.9], [3.8, -3.1, 2.4], [-1.2, -0.6, 0.2], [-1.5, 0.0, -0.8], [-0.1, -0.1, 0.4], [-1.1, -1.2, -0.9], [-0.6, 0.6, -1.3], [-0.9, -0.2, -0.7]], "max_force_ev_per_a": 8.534, "smiles": "Cl[C@H]1C[C@H](Cl)C1", "e_above_lowest_kj_mol": 153.5, "gap_ev": 11.39, "lumo_ev": 0.9, "homo_ev": -10.48}